No. 1
Computed, not measured: one molecule with the formula C4HFS at a distorted geometry, with ωB97M-V/def2-TZVPD.

Atoms and positions in Å:
C1 -0.496 0.260 -0.739
C2 0.313 -0.166 0.201
C3 -1.255 0.826 -1.506
C4 0.749 -0.457 1.409
F1 0.470 -0.379 2.715
S1 2.070 -0.988 0.286
H1 -1.852 0.904 -2.365

The calculation puts the energy relative to the best compared isomer or geometry (same formula, charge and spin) at 0.4113 eV. The total energy comes out at -650.885513 hartree. The calculation puts the orbital gap at 0.2984 Ha. As for the highest occupied orbital energy: -8.202 eV. Its strongest force on any atom is 5.8 eV/A. As for the charge: 0. The SMILES is C#CC1=C(F)S1.

***

No. 2
Computed, not measured: a 2-piece molecular cluster, C13H6N5O7 overall at a distorted geometry, with ωB97M-V/def2-TZVPD.

Atoms and positions in Å:
N1 1.346 -1.461 -3.434
C1 1.455 -1.142 -2.302
C2 1.744 -0.858 -0.926
C3 1.448 0.437 -0.411
C4 1.709 0.641 0.968
N2 1.611 1.841 1.678
O1 1.058 2.920 1.503
O2 2.374 1.616 2.854
N3 2.953 0.376 2.854
C5 2.542 -0.210 1.701
C6 2.981 -1.457 1.116
N4 3.778 -2.444 1.812
O3 4.093 -2.315 3.010
O4 4.122 -3.453 1.145
C7 2.559 -1.737 -0.188
H1 1.340 1.340 -1.004
H2 2.923 -2.622 -0.696
O5 -0.437 1.027 -0.952
C8 -1.568 0.567 -0.710
C9 -2.713 1.317 -1.239
N5 -2.692 2.251 -2.359
O6 -1.811 2.413 -3.213
O7 -3.821 2.852 -2.426
C10 -3.957 1.030 -0.738
C11 -4.135 -0.031 0.154
C12 -3.056 -0.850 0.580
C13 -1.775 -0.607 0.122
H3 -4.768 1.639 -1.123
H4 -5.171 -0.194 0.495
H5 -3.206 -1.662 1.286
H6 -0.927 -1.224 0.441

The calculation puts the energy relative to the best compared isomer or geometry (same formula, charge and spin) at 1.0296 eV. The total energy comes out at -1299.128837 hartree. The calculation puts the orbital gap at 0.2219 Ha. As for the highest occupied orbital energy: -5.079 eV. Its strongest force on any atom is 3.4 eV/A. As for the charge: -1.

***

No. 3
Computed, not measured: C16H33O7Ta as an isolated structure at a distorted geometry, with ωB97M-V/def2-TZVPD.

Atoms and positions in Å:
Ta1 0.231 -0.011 -0.035
C1 -0.449 -3.034 -0.947
C2 0.083 -3.395 0.425
O1 0.444 -2.154 1.091
C3 1.521 -2.293 2.051
C4 1.491 -1.047 2.868
O2 1.615 0.064 1.932
C5 1.794 1.325 2.640
C6 1.906 2.396 1.605
O3 0.787 2.202 0.702
C7 0.457 3.377 -0.089
C8 -0.587 2.935 -1.080
O4 -0.173 1.696 -1.708
C9 0.817 1.826 -2.769
C10 2.168 1.391 -2.247
O5 2.003 0.102 -1.590
C11 2.197 -0.998 -2.536
C12 1.652 -2.233 -1.894
O6 0.297 -1.906 -1.469
H1 -1.486 -2.705 -0.908
H2 -0.375 -3.881 -1.629
H3 0.961 -4.041 0.375
H4 -0.693 -3.899 1.003
H5 2.473 -2.414 1.529
H6 1.341 -3.155 2.695
H7 2.333 -1.034 3.562
H8 0.556 -0.953 3.425
H9 2.718 1.278 3.219
H10 0.952 1.486 3.316
H11 2.842 2.328 1.048
H12 1.836 3.373 2.086
H13 1.361 3.761 -0.566
H14 0.047 4.152 0.561
H15 -0.772 3.701 -1.833
H16 -1.525 2.713 -0.573
H17 0.867 2.857 -3.120
H18 0.472 1.199 -3.590
H19 2.579 2.078 -1.509
H20 2.886 1.308 -3.063
H21 3.260 -1.102 -2.754
H22 1.653 -0.776 -3.456
H23 2.252 -2.548 -1.037
H24 1.626 -3.042 -2.628
C13 -3.323 1.149 1.308
C14 -2.957 -0.064 0.449
C15 -3.545 0.023 -0.959
C16 -3.332 -1.371 1.151
O7 -1.481 -0.058 0.299
H25 -4.385 1.105 1.547
H26 -3.145 2.083 0.775
H27 -2.774 1.144 2.251
H28 -4.630 -0.037 -0.887
H29 -3.204 -0.807 -1.583
H30 -3.295 0.970 -1.439
H31 -4.398 -1.347 1.373
H32 -2.801 -1.479 2.098
H33 -3.148 -2.238 0.515

The total energy comes out at -1211.527318 hartree. The calculation puts the orbital gap at 0.3023 Ha. As for the highest occupied orbital energy: -24.034 eV. Its strongest force on any atom is 2.8 eV/A. As for the charge: +4.

***

No. 4
Computed, not measured: one molecule with the formula C14H15N3S, with ωB97M-V/def2-TZVPD.

Atoms and positions in Å:
S1 3.594 1.079 -1.781
C1 2.453 0.109 -1.088
N1 1.370 0.567 -0.440
H1 0.638 -0.085 -0.189
C2 1.004 1.967 -0.395
C3 0.100 2.205 0.782
C4 -1.171 1.639 0.799
C5 -2.005 1.822 1.886
C6 -1.580 2.576 2.968
C7 -0.318 3.143 2.957
C8 0.520 2.955 1.871
H2 1.506 3.395 1.866
H3 0.018 3.732 3.798
H4 -2.233 2.722 3.815
H5 -2.990 1.379 1.888
H6 -1.511 1.057 -0.048
H7 0.497 2.252 -1.328
H8 1.925 2.549 -0.319
N2 2.608 -1.244 -1.164
N3 1.821 -2.176 -0.502
C9 0.483 -2.316 -0.872
C10 0.062 -2.016 -2.167
C11 -1.260 -2.200 -2.523
C12 -2.176 -2.685 -1.604
C13 -1.759 -2.990 -0.319
C14 -0.441 -2.803 0.051
H9 -0.117 -3.035 1.056
H10 -2.465 -3.368 0.405
H11 -3.208 -2.826 -1.887
H12 -1.576 -1.962 -3.528
H13 0.775 -1.637 -2.884
H14 1.983 -2.227 0.502
H15 3.452 -1.579 -1.608

The calculation puts the energy relative to the best compared isomer or geometry (same formula, charge and spin) at 0.8144 eV. The total energy comes out at -1104.936691 hartree. The calculation puts the orbital gap at 0.3278 Ha. As for the highest occupied orbital energy: -8.179 eV. Its strongest force on any atom is 0.7 eV/A. As for the charge: 0. The SMILES is S=C(NCc1ccccc1)NNc1ccccc1.

***

No. 5
Computed, not measured: a 2-piece molecular cluster, C7H6O2P overall at a distorted geometry, with ωB97M-V/def2-TZVPD.

Atoms and positions in Å:
C1 1.548 -2.186 0.869
C2 1.107 -1.115 0.012
C3 1.145 -2.074 2.150
C4 0.383 -0.167 0.637
C5 -0.864 1.296 -0.336
C6 -1.123 1.205 -1.581
C7 -1.908 2.418 -2.370
O1 -1.185 2.879 -3.237
O2 -3.040 2.636 -1.989
P1 0.014 -0.672 2.318
H1 2.168 -2.990 0.494
H2 1.388 -1.074 -1.029
H3 1.340 -2.781 2.939
H4 -1.104 1.982 0.441
H5 -0.786 0.445 -2.260
H6 0.916 0.198 2.941

The calculation puts the energy relative to the best compared isomer or geometry (same formula, charge and spin) at 4.1860 eV. The total energy comes out at -762.082849 hartree. The calculation puts the orbital gap at 0.2814 Ha. As for the highest occupied orbital energy: -4.299 eV. Its strongest force on any atom is 4.7 eV/A. As for the charge: -1.

***

No. 6
Computed, not measured: C25H30N4O7 as an isolated structure at a distorted geometry, with ωB97M-V/def2-TZVPD.

Atoms and positions in Å:
C1 -8.348 -1.418 -2.468
H1 -8.762 -0.462 -2.552
H2 -8.961 -2.120 -2.772
H3 -7.585 -1.453 -3.370
O1 -7.815 -1.889 -1.450
C2 -6.959 -0.950 -0.740
C3 -6.514 0.144 -1.257
C4 -5.484 1.088 -0.940
C5 -5.017 0.771 0.334
C6 -5.405 -0.440 1.064
C7 -6.466 -0.998 0.507
O2 -7.038 -2.227 0.943
C8 -6.518 -2.856 2.235
H4 -5.452 -2.830 2.435
H5 -7.129 -3.578 2.471
H6 -6.836 -1.912 3.193
H7 -5.034 -0.794 2.111
C9 -3.912 1.514 1.140
H8 -3.985 2.740 0.895
H9 -3.811 1.394 2.241
C10 -2.571 1.288 0.302
N1 -2.413 -0.047 0.475
C11 -1.456 -0.613 -0.490
O3 -0.756 -0.039 -1.090
C12 -1.506 -2.065 -0.780
H10 -0.714 -2.605 -1.274
H11 -2.496 -2.758 -0.796
H12 -1.213 -2.452 0.418
H13 -2.986 -0.753 0.989
C13 -1.340 1.913 1.261
O4 -1.484 2.439 2.286
N2 -0.285 2.023 0.332
H14 -0.205 1.596 -0.410
C14 0.990 2.363 0.981
C15 1.894 1.231 1.317
H15 1.434 0.782 1.974
H16 2.823 1.661 1.697
C16 2.395 0.634 0.291
N3 3.034 1.622 -0.812
C17 4.257 1.752 -0.993
O5 4.990 2.466 -1.517
C18 5.046 0.508 -0.412
C19 6.045 0.549 0.376
C20 6.911 -0.606 0.722
C21 6.717 -1.616 -0.042
C22 6.040 -1.904 -0.996
C23 5.149 -0.889 -1.279
H17 4.468 -1.035 -2.070
H18 5.839 -2.699 -1.591
N4 7.537 -2.720 0.444
O6 8.502 -2.562 1.234
O7 7.542 -3.786 -0.256
H19 7.894 -0.308 1.371
H20 6.313 1.462 0.938
C24 2.321 2.618 -1.098
C25 1.753 3.535 0.232
H21 1.000 4.168 -0.349
H22 2.483 3.905 0.578
H23 2.824 3.443 -1.830
H24 1.507 2.281 -1.499
H25 3.147 -0.270 0.179
H26 1.589 0.188 -0.424
H27 0.821 3.024 1.869
H28 -2.659 1.654 -0.526
H29 -5.085 1.838 -1.293
H30 -6.756 0.477 -2.361

The total energy comes out at -1715.410008 hartree. The calculation puts the orbital gap at 0.3040 Ha. As for the highest occupied orbital energy: -8.828 eV. Its strongest force on any atom is 16.7 eV/A. As for the charge: 0.